{"formula": "C4H7NO", "method": "ωB97M-V with the def2-TZVPD basis set", "lumo_energy_ha": [0.0315, 0.0315], "symbols": ["C", "C", "O", "N", "C", "C", "H", "H", "H", "H", "H", "H", "H"], "positions_angstrom": [[-0.1661, -1.5735, -1.0509], [0.3621, -0.5536, -0.1282], [1.5877, -0.5162, 0.5192], [-0.1358, 0.5627, 0.3440], [-1.1437, 1.4729, 0.1287], [1.1332, 0.7444, 1.0524], [0.2673, -1.5300, -2.0564], [-0.0046, -2.5838, -0.6553], [-1.2439, -1.3936, -1.1328], [-1.7374, 1.6560, 1.0223], [-1.6566, 1.3560, -0.8196], [1.0636, 0.7668, 2.1395], [1.6743, 1.5919, 0.6371]], "forces_ev_per_a": [[-0.0244, 0.0203, -0.0002], [-0.2430, 0.1300, -0.0585], [-0.1395, -0.2810, -0.1861], [0.4221, -0.4190, -0.1038], [-0.3678, 0.0404, -0.1056], [0.0451, 0.4392, 0.2830], [-0.0089, 0.0696, 0.1446], [0.0631, 0.2339, 0.0021], [0.1355, -0.0251, -0.0157], [0.1224, 0.2150, -0.1765], [-0.1125, -0.2007, 0.1638], [0.0700, -0.0979, -0.0387], [0.0381, -0.1247, 0.0916]]}

{"formula": "C21H31F3HfN2O19", "method": "ωB97M-V with the def2-TZVPD basis set", "lumo_energy_ha": 0.0182, "symbols": ["Hf", "C", "O", "O", "C", "F", "F", "F", "C", "C", "H", "H", "H", "H", "H", "H", "N", "O", "O", "O", "N", "O", "O", "O", "O", "C", "O", "O", "H", "O", "C", "O", "C", "C", "C", "H", "H", "H", "H", "H", "H", "O", "C", "O", "C", "C", "C", "H", "H", "H", "H", "H", "H", "O", "C", "O", "C", "C", "C", "H", "H", "H", "H", "H", "H", "O", "C", "O", "C", "C", "C", "H", "H", "H", "H", "H", "H"], "positions_angstrom": [[5.4920, -11.4335, 20.1093], [7.3220, -11.3602, 23.0465], [6.1922, -11.7501, 23.8259], [6.9100, -11.1992, 21.8058], [7.9513, -10.0805, 23.6280], [7.0882, -9.0554, 23.7157], [8.4083, -10.3069, 24.8781], [8.9931, -9.6556, 22.8999], [6.4640, -12.5059, 24.9923], [5.1387, -12.6949, 25.7023], [5.1950, -13.2565, 26.6345], [4.7888, -11.7019, 26.0033], [4.4037, -13.1434, 25.0336], [7.1504, -12.0291, 25.6976], [6.9371, -13.4604, 24.7286], [8.1209, -12.1157, 23.1808], [2.3962, -10.3397, 18.7989], [3.5387, -10.6702, 19.2601], [2.0165, -9.1863, 18.9555], [1.7169, -11.1922, 18.2216], [6.4309, -10.3183, 16.8034], [5.6001, -10.0165, 15.9515], [7.6306, -10.4652, 16.5398], [6.0355, -10.5098, 18.0047], [3.5067, -14.9281, 21.5392], [4.1335, -13.8064, 21.2044], [5.3865, -13.7012, 21.1319], [3.5216, -12.7398, 20.9014], [2.5662, -14.6935, 21.5278], [4.1808, -10.3555, 21.8505], [3.8767, -9.9287, 22.9205], [4.4679, -8.8687, 23.4715], [3.9191, -8.6189, 24.7848], [2.5650, -9.3094, 24.8012], [2.7771, -10.4503, 23.8194], [3.8670, -7.5590, 25.0160], [4.6392, -9.1104, 25.4468], [1.7797, -8.6082, 24.5152], [2.2981, -9.6403, 25.8053], [1.9095, -10.6652, 23.1956], [3.0454, -11.3930, 24.2910], [7.2468, -12.7419, 19.4255], [8.1346, -13.2047, 18.7555], [9.1655, -13.7906, 19.3405], [10.1425, -14.2755, 18.4134], [9.5141, -14.1062, 17.0161], [8.2286, -13.3127, 17.2672], [10.2202, -15.3445, 18.6150], [11.1220, -13.8246, 18.5293], [9.2991, -15.0351, 16.4860], [10.2070, -13.6372, 16.3155], [7.3473, -13.7479, 16.8047], [8.2627, -12.2982, 16.8546], [5.6977, -9.0491, 20.2229], [6.1662, -7.9462, 20.3293], [6.9759, -7.4539, 19.4031], [7.5288, -6.1861, 19.7896], [6.5806, -5.6826, 20.8621], [5.9499, -6.9503, 21.4460], [7.7001, -5.4904, 18.9762], [8.4958, -6.4103, 20.2485], [5.7884, -5.0204, 20.5032], [7.0758, -5.0648, 21.6137], [4.9322, -6.7760, 21.7669], [6.5705, -7.2979, 22.2759], [4.8557, -12.8040, 18.3169], [4.3201, -13.3658, 17.3940], [4.9913, -13.6121, 16.2663], [4.0766, -14.1941, 15.2968], [2.9438, -14.7927, 16.1440], [2.8971, -13.8216, 17.3203], [4.6016, -15.0335, 14.8415], [3.8395, -13.4492, 14.5432], [3.2498, -15.7932, 16.4441], [2.0191, -14.8702, 15.5765], [2.6684, -14.2950, 18.2766], [2.2264, -12.9632, 17.2651]], "forces_ev_per_a": [[-1.2996, -0.4256, 0.6573], [-0.3776, -0.7478, 0.4715], [0.3892, 0.4685, 0.5812], [-1.2679, 0.4404, -3.1935], [-0.2614, 0.2208, 0.0993], [0.0793, -0.0186, -0.0113], [0.1260, 0.0567, 0.0183], [0.0290, -0.0886, -0.0983], [-0.0049, -0.5617, 0.5290], [-0.1422, 0.4185, 0.0545], [0.2467, -0.2669, -0.1832], [-0.1601, -0.0283, -0.1493], [-0.0098, -0.0818, 0.0756], [0.0245, 0.2892, -0.2574], [-0.1763, -0.0397, -0.1668], [-0.0843, -0.1583, -0.1838], [-0.3133, 0.3317, 0.0640], [1.2458, -0.1518, 0.3290], [0.1470, -0.2567, 0.0501], [0.2351, 0.1245, 0.1221], [-0.1713, -0.3292, -0.5563], [0.3083, -0.0977, 0.5497], [-0.1577, 0.2860, 0.1780], [0.0267, -0.0247, 1.2396], [-0.0827, 0.0955, 0.0967], [1.4849, 2.8857, -0.9735], [0.7712, -0.9260, -0.0481], [-1.0309, -0.3463, -0.0185], [0.0365, -0.1438, 0.0153], [0.6112, -0.6347, -0.8314], [-0.3040, -0.2032, 0.8799], [-0.3955, 0.5974, -0.2529], [0.4874, -0.6928, 0.3338], [-0.1305, 0.0431, 0.5528], [-0.6703, 0.2275, -0.4266], [0.1975, 0.0813, -0.3621], [-0.2111, 0.2141, 0.2861], [0.0419, -0.1315, -0.3527], [0.1335, -0.0791, -0.0071], [0.0212, 0.0229, -0.0180], [0.3628, 0.0696, -0.0181], [-0.5917, 1.0203, 0.8740], [0.0786, -0.7520, -0.8358], [0.4488, 0.5655, 0.6379], [-0.7045, -1.4745, -0.9054], [0.2257, 0.1834, -0.6775], [0.5116, 0.4411, -0.4961], [0.2972, 0.0863, 0.2339], [-0.1931, 0.4380, 0.2733], [-0.0815, -0.3092, 0.5950], [-0.0971, 0.4913, 0.2600], [-0.1773, -0.1258, 0.3595], [0.0344, -0.0379, 0.2110], [0.1791, -0.9747, 0.0906], [-0.4683, 0.3510, -0.0322], [0.2336, -0.0231, -0.7382], [0.2574, -0.0476, 1.2582], [-0.5888, 0.9222, 0.5306], [1.1612, 0.5450, -0.2482], [-0.3487, -0.3875, -0.4418], [0.0663, 0.0597, -0.1377], [0.0841, -0.2125, -0.5144], [0.2456, -0.2617, 0.0053], [-0.1600, -0.5439, -0.0504], [-0.3406, -0.1780, 0.1110], [0.4966, -0.2836, 0.5543], [-0.2528, 0.7828, 0.0722], [-0.4281, -0.0641, -0.0070], [0.4670, -1.1655, 0.1686], [-0.1923, 0.8309, -0.4827], [0.1302, -0.8941, 0.4640], [0.2364, 0.3401, -0.3003], [-0.2706, 0.1354, 0.1726], [-0.0765, 0.0037, 0.1785], [-0.0488, 0.0340, 0.0636], [-0.0747, 0.0044, -0.0308], [0.1870, 0.0615, -0.2910]]}

{"formula": "C35H34CaClNOSi2", "method": "ωB97M-V with the def2-TZVPD basis set", "lumo_energy_ha": -0.0010, "symbols": ["C", "C", "C", "H", "C", "C", "H", "H", "H", "H", "Ca", "Si", "C", "C", "H", "C", "H", "C", "H", "C", "H", "C", "H", "C", "C", "H", "C", "H", "C", "H", "C", "H", "C", "H", "H", "Si", "C", "C", "H", "C", "H", "C", "H", "C", "H", "C", "H", "C", "C", "H", "C", "H", "C", "H", "C", "H", "C", "H", "H", "Cl", "O", "C", "C", "C", "C", "C", "C", "N", "H", "H", "H", "H", "H", "H", "H"], "positions_angstrom": [[-1.7679, -0.7248, 5.0826], [-2.3750, -0.2609, 3.8774], [-2.3254, -1.3229, 2.9317], [-2.8286, 0.7159, 3.7211], [-1.6803, -2.4345, 3.5442], [-1.3385, -2.0611, 4.8771], [-0.8736, -2.7056, 5.6197], [-1.7002, -0.1662, 6.0137], [-2.7532, -1.3105, 1.9300], [-1.5145, -3.4041, 3.0833], [0.2008, -0.6529, 3.3024], [-0.5688, -0.1046, -3.6322], [-0.0829, 1.4307, -4.6083], [1.2565, 1.7044, -4.9663], [2.0447, 0.9831, -4.7226], [1.5864, 2.9041, -5.5996], [2.6202, 3.1086, -5.8655], [0.5932, 3.8493, -5.8871], [0.8497, 4.7877, -6.3870], [-0.7294, 3.5841, -5.5233], [-1.5085, 4.3185, -5.7368], [-1.0668, 2.3878, -4.8772], [-2.0931, 2.1963, -4.5643], [0.2124, -1.5604, -4.4983], [-0.1297, -1.7549, -5.8458], [-0.8050, -1.0545, -6.3391], [0.4085, -2.8405, -6.5495], [0.1196, -2.9953, -7.5934], [1.3126, -3.7082, -5.9318], [1.7281, -4.5493, -6.4853], [1.6982, -3.4782, -4.6079], [2.4257, -4.1327, -4.1303], [1.1627, -2.4090, -3.8906], [1.4900, -2.2123, -2.8644], [-2.0584, -0.2092, -3.5944], [0.8022, 0.4027, -1.5049], [-0.1481, -1.1551, -0.8374], [-1.5253, -1.4005, -1.0318], [-2.1786, -0.6753, -1.5290], [-2.1107, -2.6135, -0.6620], [-3.1471, -2.8093, -0.9062], [-1.3643, -3.5976, -0.0300], [-1.8079, -4.5678, 0.2140], [-0.0314, -3.3231, 0.2733], [0.5649, -4.0890, 0.7696], [0.5663, -2.1121, -0.0998], [1.6073, -1.9200, 0.1658], [-0.3729, 1.7630, -0.9752], [-1.4800, 1.6054, -0.1291], [-1.6314, 0.6761, 0.4252], [-2.4333, 2.6256, -0.0057], [-3.3380, 2.4545, 0.5793], [-2.2420, 3.8459, -0.6456], [-2.9998, 4.6316, -0.5839], [-1.0635, 4.0563, -1.3750], [-0.8974, 5.0133, -1.8631], [-0.1204, 3.0443, -1.5108], [0.7912, 3.2243, -2.0835], [1.9153, 0.6213, -0.5866], [1.4749, 0.8549, 1.8151], [2.0324, -1.7665, 4.4876], [2.6909, -1.2584, 5.6762], [2.1221, 0.0799, 6.0626], [2.6393, 0.7594, 7.1772], [2.1191, 2.0074, 7.5159], [1.1011, 2.5441, 6.7246], [0.6294, 1.7960, 5.6362], [1.1206, 0.5811, 5.3228], [2.4571, -2.5995, 4.2213], [2.5418, -1.9708, 6.4972], [3.7691, -1.1611, 5.4763], [3.4361, 0.2648, 7.7391], [2.5021, 2.5511, 8.3798], [0.6636, 3.5135, 6.9280], [-0.1640, 2.1857, 4.9907]], "forces_ev_per_a": [[-0.2820, -0.1462, -0.3299], [0.2369, -0.4668, 0.1895], [0.0827, -0.0497, 0.2100], [0.1075, -0.2459, 0.0315], [-0.2004, 0.3400, 0.2535], [-0.3985, 0.0610, -0.2235], [-0.0746, 0.1633, -0.1677], [0.0590, -0.1343, -0.2481], [0.2067, 0.0160, 0.2387], [-0.0485, 0.1864, 0.0947], [-0.1392, -0.1189, 0.4129], [2.4695, 1.0273, -0.0450], [-0.2640, 0.2053, -0.2151], [-0.4244, 0.2223, -0.0138], [-0.2684, 0.2011, -0.1240], [-0.2011, -0.1828, 0.1243], [-0.1286, -0.0352, 0.0243], [-0.2492, -0.2421, 0.1445], [-0.0881, -0.3454, 0.1895], [0.0165, 0.1106, -0.0087], [0.2255, -0.1697, 0.0626], [0.5427, 0.1922, -0.2796], [0.1479, 0.1324, -0.1440], [0.1888, -0.3403, 0.0264], [0.3722, -0.6772, 0.2354], [0.0854, -0.2398, 0.0528], [-0.0923, 0.2097, -0.0973], [0.1544, 0.0113, 0.3531], [-0.1579, 0.2975, 0.1554], [-0.1011, 0.1909, 0.1297], [0.0144, 0.0603, -0.0329], [-0.1303, 0.1016, -0.1214], [-0.3685, 0.1783, -0.4841], [-0.2093, -0.1837, -0.3243], [0.3767, 0.1647, 0.2330], [-3.7028, -1.2491, 0.1977], [0.3172, 0.1417, 1.0022], [0.1436, -0.3480, -0.2581], [0.4101, -0.1972, 0.2695], [0.1653, 0.1405, -0.0876], [-0.0688, 0.1134, 0.0689], [0.2945, -0.0147, 0.0531], [0.1722, 0.3938, -0.0338], [0.1813, -0.1535, 0.0347], [-0.0848, 0.1699, -0.0033], [-0.4608, -0.4570, -0.1094], [-0.1654, -0.0825, -0.1294], [0.2299, 0.9782, 0.2596], [-0.3027, 0.3057, -0.2931], [0.0262, 0.2459, -0.2997], [0.2013, -0.1436, 0.0756], [0.2619, 0.0532, -0.0369], [0.2624, -0.0116, -0.2462], [0.2772, -0.2546, -0.0031], [-0.1696, 0.1985, 0.1767], [0.0051, -0.0680, 0.1199], [-0.7475, -0.3684, 0.0277], [-0.2461, -0.0118, -0.0251], [1.0454, -0.2735, -0.7522], [0.4256, 0.4441, -0.1480], [0.4838, -0.1097, 0.3782], [-0.0880, -0.4741, -0.5844], [-0.5609, 0.8460, 0.0805], [-0.1292, -0.2855, -0.3368], [-0.0275, -0.2784, -0.2209], [-0.0910, -0.5594, -0.4876], [0.5034, -0.0549, 0.4993], [0.3480, 0.3119, 0.2859], [-0.1813, 0.4711, 0.2272], [0.0604, 0.1032, -0.0791], [-0.2724, 0.0105, 0.0950], [-0.2295, 0.3862, -0.0313], [-0.0995, -0.1437, -0.2470], [0.0863, -0.0688, 0.0355], [0.2665, -0.2002, 0.2236]]}

{"formula": "C5H8O", "method": "ωB97M-V with the def2-TZVPD basis set", "lumo_energy_ha": 0.0236, "smiles": "C=CC=C.C=O", "symbols": ["C", "C", "C", "C", "H", "H", "H", "H", "H", "H", "C", "O", "H", "H"], "positions_angstrom": [[1.6751, -0.3451, -0.6267], [1.4033, -0.3923, 0.6817], [0.3389, 0.3882, 1.3527], [-0.4320, 1.3238, 0.7880], [1.0947, 0.2439, -1.3352], [2.4838, -0.9313, -1.0526], [1.9761, -1.0619, 1.3324], [0.1993, 0.1888, 2.4148], [-0.3508, 1.5787, -0.2655], [-1.2146, 1.8310, 1.3468], [-1.7969, -0.7244, -1.1571], [-1.0350, -0.2737, -1.9774], [-2.8941, -0.6939, -1.3099], [-1.4478, -1.1318, -0.1917]], "forces_ev_per_a": [[0.0380, -0.0471, 0.1750], [-0.0689, 0.0104, -0.1684], [-0.0731, 0.3031, -0.0213], [0.0408, -0.2386, 0.0318], [0.2131, -0.0670, 0.3215], [-0.0964, -0.0096, 0.1276], [-0.1015, 0.2771, -0.2610], [0.0096, -0.0439, -0.1564], [0.0778, 0.0187, 0.1855], [0.2172, -0.0600, 0.0096], [0.2133, 0.3818, -0.2348], [-0.6332, -0.3499, 0.2258], [0.1140, -0.0804, -0.0533], [0.0494, -0.0945, -0.1817]]}